Record 1
{
  "formula": "C34H44Cl2N3O2P3Pb",
  "method": "ωB97M-V/def2-TZVPD",
  "species": ["P", "C", "C", "H", "C", "H", "C", "H", "C", "H", "C", "H", "C", "C", "H", "C", "H", "C", "H", "C", "H", "C", "H", "C", "C", "H", "C", "H", "C", "H", "C", "H", "C", "H", "Pb", "C", "C", "H", "C", "O", "H", "C", "H", "C", "Cl", "Cl", "P", "C", "H", "H", "H", "C", "H", "H", "H", "C", "H", "H", "H", "P", "C", "C", "H", "H", "H", "H", "H", "H", "C", "H", "H", "H", "H", "C", "N", "C", "C", "C", "N", "C", "O", "N", "H", "H", "H", "H", "H", "H", "H"],
  "xyz": [[-2.661583, -0.497248, -1.672072], [-4.146335, -1.584303, -1.826417], [-5.485308, -1.196333, -1.644728], [-5.742484, -0.184232, -1.341202], [-6.543041, -2.105168, -1.836554], [-7.587424, -1.792909, -1.697613], [-6.278834, -3.433191, -2.203754], [-7.097449, -4.151274, -2.356301], [-4.942925, -3.840874, -2.362948], [-4.724952, -4.882458, -2.636392], [-3.900266, -2.927521, -2.174353], [-2.873316, -3.267542, -2.295719], [-3.467222, 1.012306, -1.021752], [-3.601982, 1.078591, 0.374892], [-3.185173, 0.278221, 0.983567], [-4.256674, 2.147387, 0.995434], [-4.361922, 2.162493, 2.087045], [-4.783476, 3.192574, 0.222378], [-5.302233, 4.026084, 0.712349], [-4.629965, 3.160438, -1.171058], [-5.029032, 3.990460, -1.769120], [-3.972155, 2.080667, -1.786322], [-3.864010, 2.102466, -2.869732], [-2.517327, -0.007682, -3.454061], [-3.455769, -0.253694, -4.473722], [-4.356699, -0.835542, -4.288843], [-3.269835, 0.234157, -5.781821], [-4.010379, 0.043031, -6.571178], [-2.122290, 0.977597, -6.101619], [-1.969334, 1.373963, -7.116602], [-1.159375, 1.197473, -5.103645], [-0.251935, 1.767969, -5.348048], [-1.348969, 0.694501, -3.810737], [-0.569754, 0.842640, -3.064513], [2.829520, -1.509063, 1.804308], [2.310618, 0.700556, 2.318819], [1.580262, 1.600889, 1.670307], [3.055751, 0.993028, 3.078156], [0.341671, 1.303123, 0.806551], [0.702577, 1.875447, -0.471547], [-0.015552, 1.812095, -1.126901], [-0.131740, -0.082926, 0.502889], [-0.482021, 1.858688, 1.301352], [-0.966532, -0.871784, -0.118668], [4.360936, -2.096442, 3.758352], [1.324840, -3.792043, 1.569365], [0.885038, -1.803462, 4.233306], [1.387290, -2.995653, 5.474119], [2.406463, -2.783755, 5.761868], [1.358907, -3.975013, 5.013653], [0.729552, -2.974447, 6.336611], [0.613963, -0.278461, 5.254981], [0.170018, 0.523439, 4.640406], [1.584759, 0.070872, 5.651318], [-0.058180, -0.499048, 6.104963], [-0.852168, -2.260185, 3.846755], [-0.798621, -3.250326, 3.368812], [-1.261644, -1.521021, 3.137872], [-1.429357, -2.280336, 4.785809], [2.137656, 3.355072, 1.791599], [3.388971, 3.557584, 3.063873], [0.673794, 4.318016, 2.224762], [4.280045, 2.978986, 2.784133], [3.020325, 3.177613, 4.025000], [3.638651, 4.627707, 3.150648], [-0.113717, 4.129131, 1.479682], [0.944152, 5.386827, 2.256584], [0.311741, 3.985270, 3.210342], [2.836090, 3.882096, 0.233609], [3.758720, 3.310033, 0.058095], [3.047327, 4.961907, 0.274175], [2.115512, 3.619208, -0.549159], [-0.895302, -2.007158, -0.016228], [7.296090, -0.282886, -1.017271], [6.122907, -1.115456, -1.156000], [5.985964, -1.960787, -2.213082], [4.856276, -2.728262, -2.293317], [3.903175, -2.696470, -1.235255], [4.060271, -1.815394, -0.222934], [5.124283, -0.929546, -0.193989], [5.234615, -0.054794, 0.645746], [2.851166, -3.516018, -1.218164], [7.720345, -0.451430, -0.024242], [7.016945, 0.767167, -1.097258], [8.007810, -0.556969, -1.790020], [6.812330, -1.960880, -2.914475], [4.694714, -3.390438, -3.141762], [2.769432, -4.150582, -2.010921], [2.222787, -3.606765, -0.402470]],
  "forces_ev_per_angstrom": [[-2.0, 0.9, -1.1], [-0.1, -1.1, 0.3], [-0.2, -0.1, 0.1], [0.2, -0.1, -0.1], [0.3, -0.3, -0.1], [0.6, 0.0, 0.0], [0.4, 0.2, 0.1], [0.4, 0.4, 0.1], [-0.2, 0.1, 0.0], [0.0, 0.6, 0.1], [-0.3, 0.0, 0.1], [-0.1, 0.0, 0.0], [0.2, 0.7, 0.6], [-0.1, 0.3, 0.0], [-0.1, 0.1, 0.0], [0.0, 0.1, -0.1], [0.0, 0.0, -0.5], [0.2, -0.3, -0.1], [0.2, -0.4, -0.3], [0.1, -0.2, 0.3], [0.2, -0.5, 0.2], [-0.1, 0.2, 0.1], [0.0, -0.2, 0.2], [1.0, 0.1, -0.7], [-0.1, 0.0, -0.2], [0.2, 0.1, 0.2], [0.5, 0.2, 0.2], [0.3, 0.0, 0.6], [-0.1, -0.1, 0.4], [-0.1, -0.3, 0.6], [0.0, 0.0, -0.1], [-0.4, -0.3, 0.2], [-0.3, 0.1, -0.3], [0.0, 0.0, -0.1], [-1.5, -0.5, 1.9], [1.1, 0.3, -0.5], [0.3, -1.0, 0.3], [-0.1, -0.4, -0.5], [-0.7, -0.4, -2.1], [-0.1, 0.9, -0.1], [0.1, -0.2, 0.6], [-1.2, -0.9, -0.2], [0.1, -0.2, -0.2], [3.1, -0.7, 2.1], [-0.5, 0.3, -1.5], [1.1, 1.3, -0.3], [-0.5, 1.0, -0.3], [0.0, -0.2, -0.1], [0.3, 0.0, 0.2], [0.0, -0.3, 0.0], [-0.1, 0.0, 0.2], [0.2, 0.0, 0.0], [0.1, -0.3, 0.2], [-0.4, -0.1, -0.1], [0.3, 0.1, -0.4], [0.4, 0.0, 0.0], [-0.4, 0.4, 0.2], [0.1, -0.4, 0.3], [0.1, -0.1, -0.5], [-0.9, -0.4, 0.4], [0.0, -0.3, 0.1], [0.1, 0.1, 0.0], [-0.1, 0.3, 0.0], [0.1, 0.2, -0.2], [-0.1, -0.4, 0.0], [0.3, 0.2, 0.2], [-0.3, -0.4, 0.0], [0.2, 0.2, -0.3], [0.0, -0.2, -0.2], [-0.2, 0.2, 0.1], [-0.1, -0.4, -0.1], [0.2, 0.3, 0.1], [-0.8, 1.7, -0.7], [0.4, 0.3, 0.4], [-0.4, -0.1, -0.1], [-1.3, -0.2, 0.9], [0.6, -0.1, -0.7], [-0.4, 0.0, 0.4], [-0.1, 0.2, 0.5], [0.3, -0.6, -0.4], [-0.5, -0.2, 0.3], [0.4, 0.1, -0.5], [0.1, 0.1, -0.2], [0.1, 0.0, -0.1], [0.1, 0.1, 0.0], [-0.3, -0.1, -0.1], [0.1, 0.1, 0.3], [-0.2, 0.2, 0.6], [0.3, 0.0, -0.5]],
  "total_charge": 2,
  "homo_energy_ev": [-11.955, -11.955]
}


Record 2
{
  "formula": "C34H44ClGe2N2RhS2",
  "method": "ωB97M-V/def2-TZVPD",
  "species": ["Rh", "S", "C", "N", "C", "C", "N", "C", "C", "C", "C", "C", "C", "C", "C", "S", "C", "C", "C", "C", "C", "C", "C", "H", "H", "H", "H", "H", "H", "H", "H", "H", "H", "H", "H", "H", "H", "H", "H", "H", "H", "C", "C", "Ge", "C", "C", "C", "C", "Ge", "C", "C", "C", "C", "C", "C", "C", "C", "C", "C", "H", "H", "H", "H", "H", "H", "H", "H", "H", "H", "H", "H", "H", "H", "H", "H", "H", "H", "H", "H", "H", "H", "H", "H", "H", "H", "Cl"],
  "xyz": [[-0.234343, -0.484529, 0.198909], [-1.958112, 0.424057, 1.235990], [-2.717553, -0.815472, 2.202969], [-3.898698, -0.538996, 2.795274], [-4.601877, -1.656470, 3.383555], [-3.610422, -2.532816, 4.148641], [-2.549248, -2.958089, 3.261080], [-1.807491, -4.149954, 3.612364], [-0.852766, -3.874125, 4.757632], [0.457424, -3.488269, 4.498761], [1.330893, -3.243887, 5.543904], [0.897486, -3.363055, 6.855652], [-0.409334, -3.744492, 7.118059], [-1.285306, -3.991653, 6.075039], [-2.082519, -2.046556, 2.372411], [-0.691714, -2.415319, 1.398759], [-4.501485, 0.769535, 2.681150], [-4.833569, 1.140072, 1.251686], [-4.410786, 2.353164, 0.717265], [-4.731893, 2.683732, -0.587349], [-5.468328, 1.808548, -1.368871], [-5.883638, 0.594918, -0.841712], [-5.569638, 0.264024, 0.463515], [-5.084189, -2.249293, 2.593661], [-5.370933, -1.293172, 4.065509], [-4.116292, -3.419978, 4.535666], [-3.194196, -1.972931, 4.998701], [-1.253083, -4.480216, 2.731575], [-2.526840, -4.924265, 3.893119], [0.802266, -3.390181, 3.478364], [2.348620, -2.957011, 5.335324], [1.573268, -3.151089, 7.669605], [-0.749085, -3.845908, 8.136795], [-2.300732, -4.291348, 6.293438], [-3.806634, 1.509493, 3.090865], [-5.412498, 0.778355, 3.282622], [-3.830939, 3.035056, 1.321812], [-4.418141, 3.633273, -0.989350], [-5.726677, 2.070400, -2.382671], [-6.460432, -0.090975, -1.441478], [-5.899190, -0.676237, 0.880825], [0.380797, 4.362367, 0.141574], [0.610964, 2.911320, 0.515075], [0.252451, 1.578272, -1.021450], [-1.516642, 1.718505, -2.070440], [-1.748056, 3.048510, -2.759938], [1.702810, 1.885825, -2.336902], [2.755177, 1.212366, -2.825499], [3.189200, -0.710283, -2.283302], [2.578251, -2.091636, -3.661383], [3.375403, -2.192077, -4.949537], [4.709216, -0.870170, -0.928221], [6.131706, -0.681422, -1.421544], [3.689960, 1.787520, -3.792629], [4.776134, 1.033292, -4.254278], [5.693704, 1.550100, -5.145654], [5.547757, 2.849500, -5.615003], [4.473639, 3.614656, -5.177703], [3.562222, 3.096338, -4.283474], [0.608603, 4.981290, 1.009724], [-0.653969, 4.547401, -0.136531], [1.035088, 4.672971, -0.670182], [-0.027613, 2.618797, 1.349814], [1.651547, 2.762130, 0.808030], [-2.321466, 1.503020, -1.365301], [-1.481983, 0.915086, -2.809539], [-1.774742, 3.871150, -2.050719], [-2.714013, 3.005751, -3.262133], [-0.988358, 3.247221, -3.513157], [1.548456, 2.903150, -2.693823], [1.540507, -1.832270, -3.889303], [2.583387, -3.050829, -3.141418], [3.466699, -1.226197, -5.442055], [2.861092, -2.865334, -5.633929], [4.368094, -2.598001, -4.771840], [4.602201, -1.859393, -0.479591], [4.479139, -0.121922, -0.164439], [6.433488, -1.487647, -2.084781], [6.806354, -0.689259, -0.566639], [6.255119, 0.269379, -1.934245], [4.905846, 0.014676, -3.901731], [6.525234, 0.949516, -5.478122], [6.259521, 3.262474, -6.312277], [4.343440, 4.623893, -5.536399], [2.740543, 3.717193, -3.961879], [1.621720, -1.255569, -0.766295]],
  "forces_ev_per_angstrom": [[-2.1, -0.7, 1.9], [0.5, 0.3, -0.3], [-0.4, -0.1, 0.5], [0.9, -0.4, -0.3], [-0.1, -0.6, 0.3], [-0.6, 0.3, 0.2], [0.2, 0.8, -0.8], [0.5, -0.5, 0.3], [-0.1, -0.1, 0.0], [-0.1, -0.1, 0.0], [0.0, 0.1, 0.1], [0.0, 0.0, -0.1], [0.0, 0.1, 0.1], [0.1, 0.0, -0.1], [-0.6, -0.3, 0.4], [0.7, 0.3, -0.8], [-0.3, 0.8, -0.2], [-0.1, 0.1, -0.1], [-0.2, -0.1, 0.1], [-0.1, 0.1, 0.0], [0.0, -0.1, 0.0], [0.0, 0.0, -0.1], [0.1, 0.1, 0.1], [0.0, 0.1, 0.1], [0.1, 0.0, -0.1], [0.0, 0.1, 0.0], [0.0, -0.1, -0.1], [-0.1, -0.1, 0.1], [0.1, 0.1, -0.1], [0.1, -0.1, 0.0], [0.1, 0.0, 0.0], [0.1, 0.0, 0.1], [0.0, 0.0, 0.1], [-0.1, -0.1, 0.0], [-0.1, 0.0, 0.1], [0.2, 0.0, 0.1], [0.1, 0.1, 0.1], [0.0, 0.2, -0.1], [0.0, 0.0, -0.1], [-0.1, -0.1, -0.1], [-0.1, -0.1, 0.0], [-0.1, 0.0, -0.3], [-0.1, -1.0, -0.1], [0.4, 2.4, -1.2], [0.3, -0.7, 0.6], [0.3, 0.2, 0.1], [-0.3, -0.7, 0.6], [-0.5, -0.9, 0.8], [0.8, 0.7, -1.0], [0.3, 0.5, 0.8], [0.1, 0.1, 0.0], [-0.7, -0.1, -0.6], [0.0, 0.1, -0.1], [0.6, 0.3, -0.6], [-0.5, 0.2, 0.3], [0.2, 0.2, -0.2], [-0.1, -0.2, 0.2], [0.1, 0.0, -0.1], [-0.1, -0.4, 0.2], [0.0, 0.0, 0.0], [0.0, 0.1, -0.1], [0.0, 0.1, -0.1], [0.1, 0.0, 0.0], [-0.1, -0.2, 0.0], [0.1, 0.0, -0.1], [0.0, -0.1, 0.1], [0.0, 0.1, 0.0], [-0.1, 0.0, -0.1], [0.0, 0.1, 0.0], [0.0, 0.1, 0.0], [0.0, 0.1, 0.2], [-0.1, 0.0, 0.1], [0.1, 0.0, -0.1], [0.0, 0.0, 0.0], [0.1, 0.0, 0.0], [-0.1, 0.0, 0.0], [-0.2, -0.1, -0.1], [0.1, 0.0, -0.1], [0.0, 0.0, 0.0], [0.1, 0.0, 0.0], [0.1, -0.1, 0.0], [0.1, -0.1, 0.0], [0.1, 0.0, -0.1], [0.0, 0.1, -0.1], [0.0, 0.1, 0.0], [0.7, -1.1, 0.0]],
  "total_charge": 2,
  "multiplicity": 5,
  "homo_energy_ev": [-12.883, -13.083],
  "de_lowest_kj_mol": 98.13,
  "s_squared": 6.033
}